Record 1
Here is a 3-piece molecular cluster, C4H14NO3 overall at a distorted geometry from the OMol25 dataset. Energies are from ωB97M-V/def2-TZVPD.

The geometry in ORCA input format:
```
! RIJCOSX wB97M-V def2-TZVPD def2/J DEFGRID3
* xyz 0 2
C 2.156 1.696 -0.659
C 0.628 1.604 -0.795
N 0.394 0.200 -0.444
C -0.992 -0.417 -0.620
C -1.965 0.320 0.273
O -1.447 0.342 1.567
H 2.477 2.752 -0.847
H 2.678 1.661 0.278
H 2.703 0.957 -1.259
H 0.380 1.615 -1.850
H 0.100 2.340 -0.093
H 0.573 0.102 0.632
H -1.257 -0.479 -1.660
H -0.759 -1.493 -0.330
H -2.901 -0.256 0.232
H -2.179 1.340 -0.205
H -1.594 -0.788 2.335
H -0.640 -1.785 2.027
O -1.338 -1.792 2.706
H 1.862 -1.212 -2.755
H 1.736 -1.180 -1.146
O 2.172 -1.575 -1.955
*
```

Its energy above the lowest of the compared OMol25 structures with the same formula, charge and spin is 71.7 kcal/mol. Its expectation value of S² is 0.756. The frontier orbital gap (alpha / beta) is 10.293 / 6.264 eV. For the highest occupied orbital energy (alpha / beta), the calculation gives -0.3547 / -0.3537 hartree.



Record 2
Here is a 4-piece molecular cluster, C3H12O5 overall at a distorted geometry from the OMol25 dataset. Energies are from ωB97M-V/def2-TZVPD.

The geometry in ORCA input format:
```
! RIJCOSX wB97M-V def2-TZVPD def2/J DEFGRID3
* xyz 0 1
O -0.504 1.927 -0.232
C -1.085 1.658 0.753
C -1.317 0.205 1.183
C -1.388 -0.031 2.746
O -0.306 -0.848 3.128
H -1.621 2.439 1.337
H -1.999 -0.234 0.541
H -0.626 -0.447 0.799
H -1.302 0.966 3.227
H -2.238 -0.690 3.211
H -0.185 -1.564 2.421
O 3.110 0.179 -0.869
H 3.403 0.286 0.100
H 2.396 0.774 -0.911
O 1.676 -1.555 -2.133
H 2.118 -0.955 -1.515
H 1.556 -2.316 -1.658
O -1.128 -0.761 -3.432
H -0.317 -1.032 -3.724
H -1.229 0.249 -3.632
*
```

As for the SMILES: O=CCCO.O.O.O. Its energy above the lowest of the compared OMol25 structures with the same formula, charge and spin is 72.8 kcal/mol. The frontier orbital gap is 10.486 eV. For the highest occupied orbital energy, the calculation gives -0.3716 hartree.



Record 3
Here is C28H38Br36O3P2 as an isolated structure from the OMol25 dataset. Energies are from ωB97M-V/def2-TZVPD.

The geometry in ORCA input format:
```
! RIJCOSX wB97M-V def2-TZVPD def2/J DEFGRID3
* xyz 0 1
C 5.129 -1.393 3.026
C 3.707 -0.987 3.456
P 2.383 -1.979 2.625
C 1.557 -2.812 4.034
C 1.131 -0.797 2.017
C 1.283 -0.064 0.896
C 2.506 0.003 0.025
C 3.547 1.081 0.413
C 3.441 2.311 -0.474
O 4.865 0.542 0.353
C 0.106 0.759 0.454
O 0.248 1.828 -0.100
C -1.241 0.181 0.729
C -1.414 -0.532 1.838
P -2.924 -1.421 2.417
C -3.371 -2.318 0.857
C -2.974 -3.791 0.944
C -4.254 -0.144 2.530
C -4.250 1.061 1.592
C -0.197 -0.649 2.715
O -0.284 -0.582 3.920
H 5.630 -1.934 3.830
H 5.122 -2.015 2.132
H 5.732 -0.516 2.809
H 3.583 -1.135 4.530
H 3.516 0.064 3.253
H 2.097 -3.738 4.230
H 1.554 -2.193 4.930
H 0.522 -3.053 3.795
H 2.172 0.205 -0.996
H 2.975 -0.985 0.031
H 3.368 1.371 1.448
H 3.343 2.014 -1.522
H 2.580 2.911 -0.189
H 4.357 2.894 -0.380
H 4.946 0.040 -0.463
H -2.025 0.371 0.010
H -4.436 -2.193 0.647
H -2.839 -1.867 0.016
H -3.218 -4.306 0.013
H -3.478 -4.300 1.764
H -1.894 -3.884 1.081
H -5.168 -0.717 2.351
H -4.296 0.180 3.571
H -5.207 1.584 1.652
H -3.471 1.778 1.849
H -4.134 0.755 0.552
C 3.422 -4.991 -1.510
Br 2.629 -3.936 -0.106
Br 2.359 -5.047 -3.106
Br 5.211 -4.378 -1.887
H 3.506 -6.005 -1.146
C 2.535 6.033 1.012
Br 3.817 6.228 -0.409
Br 0.975 5.079 0.429
Br 3.319 5.219 2.567
H 2.226 7.032 1.287
C 5.828 9.242 1.535
Br 5.862 10.274 -0.082
Br 7.108 9.873 2.817
Br 4.057 9.182 2.283
H 6.094 8.226 1.278
C 2.720 -4.643 -7.344
Br 2.756 -3.537 -8.915
Br 4.225 -4.306 -6.207
Br 1.043 -4.470 -6.406
H 2.789 -5.670 -7.673
C -0.604 9.257 -0.240
Br 1.179 9.564 0.406
Br -1.409 10.870 -0.915
Br -0.626 7.845 -1.539
H -1.196 8.936 0.605
C -6.839 -4.362 3.079
Br -6.604 -5.052 1.302
Br -5.336 -4.744 4.206
Br -7.220 -2.476 3.058
H -7.703 -4.855 3.504
C -0.556 10.528 -4.549
Br -1.664 11.939 -5.240
Br -0.667 8.957 -5.647
Br 1.257 11.094 -4.293
H -0.947 10.261 -3.577
C -3.644 9.009 -7.931
Br -4.365 10.215 -9.242
Br -4.899 8.663 -6.519
Br -3.014 7.381 -8.731
H -2.789 9.494 -7.481
C -11.324 -2.585 3.642
Br -10.814 -4.401 3.277
Br -13.225 -2.409 3.810
Br -10.411 -1.898 5.193
H -11.015 -1.988 2.796
C 4.250 -9.590 -1.213
Br 2.866 -9.291 -2.511
Br 5.990 -9.572 -2.021
Br 4.140 -8.340 0.248
H 4.094 -10.573 -0.794
C 8.525 -5.029 -7.131
Br 7.734 -3.912 -8.479
Br 7.739 -4.709 -5.407
Br 8.430 -6.887 -7.609
H 9.570 -4.766 -7.062
C -8.440 -7.592 5.924
Br -8.066 -8.141 4.115
Br -6.967 -7.962 7.097
Br -8.958 -5.743 5.971
H -9.284 -8.172 6.266
*
```

The frontier orbital gap is 7.353 eV. For the highest occupied orbital energy, the calculation gives -0.3028 hartree.